Entry from OMol25: a gas-phase ion, C20H21Br2 (charge +1) (ωB97M-V/def2-TZVPD).

Each line ends with the Mulliken charge.
Positions of all 43 atoms, in Å:
C -2.17330 0.05868 2.95764  -1.778
C -0.91923 0.55175 3.71911  0.980
C 0.30914 -0.12866 3.19318  0.597
C 1.54070 0.65457 3.01859  -1.269
C 0.23153 -1.47735 2.60132  -1.495
H -2.94914 0.82963 2.98538  0.427
H -1.94441 -0.13450 1.90860  0.447
H -2.56781 -0.86668 3.39417  0.370
H -0.76335 1.62123 3.48037  0.365
H 2.40298 -0.01667 2.89051  0.454
H 1.48644 1.29267 2.11644  0.358
H 1.75680 1.31696 3.86742  0.287
H 1.24191 -1.88201 2.43619  0.456
H -0.31225 -2.19926 3.23203  0.363
H -0.26270 -1.46321 1.61457  0.364
Br 4.28489 2.49588 7.68660  -0.148
C 2.60514 1.83990 7.09985  -0.076
C 2.48481 0.51483 6.65906  -0.630
C 1.26600 0.07958 6.13357  -0.106
C 0.18281 0.95597 5.98399  -0.404
C -1.09042 0.46309 5.22996  1.069
C -2.35708 1.17573 5.68647  -1.016
C -3.58941 0.63028 5.58986  -0.289
C -4.82721 1.32623 5.87650  0.746
C -6.06264 0.67794 5.64702  -0.478
C -7.26922 1.32787 5.87153  -0.566
C -7.26908 2.65458 6.33727  0.015
Br -8.89896 3.54816 6.63313  -0.154
C -6.05437 3.31750 6.58446  -0.630
C -4.84416 2.66227 6.34432  -0.382
C 0.30417 2.25790 6.46292  -0.346
C 1.50153 2.69793 7.04662  -0.680
H 3.33840 -0.15437 6.69690  0.460
H 1.17216 -0.95277 5.78766  0.493
H -1.22280 -0.60580 5.48163  0.634
H -2.24778 2.13024 6.19926  -0.080
H -3.69173 -0.39994 5.23241  0.363
H -6.05433 -0.35309 5.28294  0.319
H -8.21350 0.82180 5.68699  0.410
H -6.05217 4.33742 6.95287  0.427
H -3.90390 3.18532 6.51376  0.325
H -0.52265 2.96274 6.35772  0.356
H 1.57820 3.71402 7.42032  0.441

Properties
- HOMO (Eh) = -0.3974
- net charge = +1



Entry from OMol25: a molecular structure, C23H44NP3SZr (ωB97M-V/def2-TZVPD).

Each line ends with the Mulliken charge.
Positions of all 73 atoms, in Å:
Zr -0.07047 0.32032 -0.34288  -0.627
P -1.55002 2.23835 0.10927  1.836
P -2.27442 -1.66628 1.34212  1.189
P 2.00939 1.96445 -0.79361  1.101
H -0.55365 -3.26903 -0.90857  0.045
C 0.52444 -3.13268 -1.08260  -0.614
C 1.36863 -2.70700 -0.13061  0.092
H 1.13686 -2.70844 0.94282  -0.225
C -2.79281 2.26800 -1.20215  -1.290
C -2.63608 2.21328 1.56266  -1.346
C -0.92750 3.91902 0.21215  -1.288
C -1.68338 -3.34593 1.63777  -1.057
C -2.52324 -1.01316 3.00559  -0.773
C -3.92133 -1.80767 0.61885  -1.230
C 3.55278 1.08117 -1.24434  -1.082
C 2.60855 3.15384 0.46828  -1.449
C 1.71572 3.06983 -2.21073  -1.121
H 0.81913 -3.18074 -2.13174  0.392
H 2.27510 -2.14956 -0.41176  0.465
H -3.39412 3.16408 -1.02684  0.473
H -3.43781 1.38249 -1.15273  0.371
H -2.33424 2.32530 -2.19408  0.422
H -3.16942 3.16889 1.55245  0.616
H -2.06020 2.12827 2.49129  0.311
H -3.37000 1.40406 1.48191  0.399
H -1.82417 4.54508 0.18143  0.537
H -0.27573 4.18144 -0.62324  0.202
H -0.39875 4.07228 1.15949  0.392
H -2.47403 -4.03129 1.97229  0.485
H -0.90184 -3.37261 2.40011  0.183
H -1.24431 -3.79050 0.74605  0.413
H -3.41040 -1.42855 3.50374  0.595
H -2.59570 0.07987 2.92825  0.194
H -1.63245 -1.21273 3.61156  -0.138
H -4.58156 -2.45563 1.20469  0.505
H -3.85910 -2.21100 -0.39384  0.443
H -4.38456 -0.82547 0.52936  0.362
H 4.06548 1.63575 -2.04272  0.437
H 3.34207 0.06657 -1.60971  0.238
H 4.23301 1.00722 -0.38379  0.470
H 3.11948 3.99895 -0.01285  0.453
H 3.32838 2.66862 1.13947  0.477
H 1.78293 3.56269 1.06541  0.263
H 2.65790 3.57678 -2.47348  0.533
H 0.96148 3.83929 -1.98118  0.306
H 1.37806 2.46145 -3.06580  0.365
C 0.93414 -0.71603 -4.25721  0.649
C 0.42895 -0.14536 -5.46127  -0.385
C 0.75296 -0.71463 -6.68321  -0.740
C 1.53798 -1.87947 -6.74112  -0.414
C 2.03278 -2.43846 -5.54937  -0.889
C 1.72799 -1.86305 -4.31398  -0.387
S 0.50361 -0.00038 -2.69471  0.615
H -1.33370 -0.22462 1.03378  -0.382
H -0.23611 0.72278 -5.38597  0.421
H 0.38728 -0.27338 -7.60989  0.418
H 1.74166 -2.36963 -7.69811  0.439
H 2.65288 -3.33331 -5.57851  0.427
H 2.07252 -2.32074 -3.40078  0.513
N 1.21923 0.16264 1.84007  -0.188
C 0.87617 -0.42830 3.14293  0.346
C 1.13097 -1.76931 3.41302  -0.419
C 0.73918 -2.27854 4.65617  -0.726
C 0.12771 -1.43508 5.59858  -0.775
C -0.01242 -0.06788 5.35121  -0.774
C 0.34562 0.44110 4.10042  -0.282
H 2.20467 -0.04009 1.62653  0.339
H 1.22482 1.18155 1.98773  0.174
H 1.68557 -2.37598 2.69991  0.797
H 0.97154 -3.31459 4.91214  0.502
H -0.19972 -1.84812 6.55297  0.476
H -0.36736 0.62125 6.13796  0.422
H 0.25304 1.51859 3.87292  0.497

Properties
- HOMO (alpha / beta) (Eh) = -0.7010 / -0.7008
- net charge = +4



Entry from OMol25: 2 unconnected molecules or ions with the total composition C9H18N3 (ωB97M-V/def2-TZVPD).

Each line ends with the Mulliken charge.
Positions of all 30 atoms, in Å:
C -0.66332 1.77184 1.11902  -1.104
C 0.39595 0.95777 0.97296  0.039
C -1.01567 1.86677 -1.32758  -0.436
C -1.38305 2.44333 -0.06277  -0.685
C 0.71239 0.60049 -0.46097  0.313
C -3.10694 -1.18066 0.72183  -1.159
C 3.61343 1.00500 0.47475  -0.915
C -2.03951 -1.09130 -0.43793  0.253
C 2.92345 -0.37201 0.07266  -0.571
N -0.08976 0.99975 -1.52330  -0.532
N -0.75405 -1.60213 -0.02202  -0.322
N 1.78864 -0.15212 -0.81132  0.048
H -0.91816 2.01494 2.09922  0.496
H 0.79558 0.46326 1.83059  0.537
H -1.50310 2.27019 -2.28062  0.342
H -2.41539 2.42158 0.06795  0.423
H -1.06411 3.48845 -0.14806  0.403
H -4.12483 -1.09354 0.31420  0.354
H -2.95530 -2.14971 1.41896  0.297
H -3.06387 -0.32938 1.40186  0.307
H 4.17356 0.70310 1.38604  0.305
H 4.21129 1.38496 -0.28180  0.368
H 2.75387 1.57484 0.67002  0.385
H -2.45425 -1.71436 -1.33202  0.351
H -1.96124 -0.01430 -0.71904  -0.199
H 2.50299 -1.01156 0.89095  0.292
H 3.69820 -0.94514 -0.41712  0.426
H -0.46608 -2.32917 -0.79387  0.317
H -0.72925 -2.15801 0.80109  0.288
H 1.90445 -0.15717 -1.87868  0.378

Properties
- spin multiplicity = 3
- HOMO (alpha / beta) (Eh) = -0.3636 / -0.4710
- net charge = +1



Entry from OMol25: a molecular structure, C15H21BN3O7S2 (ωB97M-V/def2-TZVPD).

Each line ends with the Mulliken charge.
Positions of all 49 atoms, in Å:
O 0.32537 -0.80318 -3.09408  -0.578
C -0.34526 0.18110 -3.26066  -0.365
C -1.83693 0.10730 -3.41629  -0.269
S -2.46095 1.65870 -4.07049  1.242
O -1.57176 2.61868 -3.44862  -0.698
O -2.33891 1.53418 -5.50091  -0.694
N -3.98871 1.80982 -3.69117  -0.484
S -4.48471 1.41883 -2.21975  0.974
O -5.73052 2.08256 -1.96220  -0.693
O -3.45936 1.54804 -1.18457  -0.562
C -4.90914 -0.33395 -2.24160  -0.661
B -5.36416 -0.95825 -3.63019  0.442
O -5.82511 -0.20917 -4.66992  -0.510
O -5.33697 -2.35407 -3.71063  -0.593
H 0.10498 1.18165 -3.21156  0.640
H -2.06518 -0.73922 -4.06555  0.486
H -2.24354 -0.07395 -2.42543  0.075
H -5.71717 -0.46179 -1.51556  0.500
H -4.05764 -0.88152 -1.83607  0.296
H -5.20115 -0.02740 -5.38458  0.322
H -4.57394 -2.69114 -4.19319  0.303
C 6.62519 -1.65002 4.87802  -0.872
N 5.38386 -1.21935 4.19138  -0.010
C 5.01944 0.07252 4.25918  -0.341
C 3.89606 0.52339 3.61086  -0.611
C 3.12548 -0.36786 2.86652  0.594
C 3.51547 -1.70292 2.82790  -0.742
C 4.64780 -2.10249 3.50016  -0.071
C 1.93230 0.09004 2.11200  0.803
C 1.85213 -0.11636 0.74244  -0.881
C 0.72029 0.28002 0.06324  0.147
N -0.29988 0.86626 0.70609  0.265
C -0.23718 1.09071 2.02682  -0.213
C 0.86640 0.71518 2.75564  -0.736
C -1.53161 1.27939 -0.04150  -0.714
H 6.54786 -1.39744 5.93187  0.378
H 7.46828 -1.13623 4.42382  0.375
H 6.74077 -2.72187 4.76261  0.273
H 5.65694 0.72725 4.83614  0.488
H 3.64081 1.57194 3.67369  0.518
H 2.94370 -2.43974 2.28132  0.524
H 4.98807 -3.12740 3.49436  0.396
H 2.65570 -0.57930 0.18674  0.546
H 0.60644 0.13011 -1.00129  0.081
H -1.09406 1.57196 2.47674  0.511
H 0.87713 0.89896 3.82088  0.537
H -1.69727 2.34221 0.10395  0.391
H -2.37444 0.70835 0.33726  0.528
H -1.39491 1.08548 -1.09381  -0.338

Properties
- HOMO (Eh) = -0.3834
- net charge = +1